{"formula": "C2H6O2Si", "method": "wB97M-V/def2-TZVPD", "symbols": ["C", "C", "Si", "O", "H", "H", "H", "H", "O", "H", "H"], "xyz": [[2.703, -0.003, 0.106], [1.534, -0.634, 0.157], [-0.146, 0.333, 0.037], [-1.414, -0.453, -0.058], [3.650, -0.572, -0.324], [2.988, 1.005, 0.518], [1.253, -1.673, -0.240], [-0.088, 1.783, -0.383], [-4.357, -0.130, 0.169], [-3.635, -0.823, 0.151], [-4.373, 0.148, -0.791]], "atomic_forces_ev_per_a": [[3.0, -1.2, -0.5], [-2.5, 0.6, -1.0], [2.4, 0.2, 0.0], [-1.3, -0.8, 0.0], [-1.9, 1.1, 1.1], [-0.9, -1.0, -0.7], [1.2, 1.4, 0.6], [0.2, -0.5, 0.4], [0.9, -0.8, -1.8], [-0.9, 1.3, 0.2], [0.0, -0.4, 1.7]], "lowdin_charge": [-0.113, -0.290, 0.629, -0.387, 0.096, 0.068, 0.080, -0.026, -0.130, 0.023, 0.051], "gap_ev": 9.833, "charge": 0, "smiles": "C=C[SiH]=O.O", "e_above_lowest_kcal_mol": 66.0, "homo_energy_ev": -10.26}